[1]
The following is a DFT calculation (ωB97M-V with the def2-TZVPD basis set) of a cluster of 3 separate species, C38H77N2O12P in total in a non-equilibrium geometry.

Bonds (Å) are listed after each position.
Cartesian coordinates (Å):
1 C -3.617 -2.377 0.698  C2 1.549, H36 1.088, H37 1.088, H38 1.090
2 C -3.992 -0.884 0.873  C1 1.549, N3 1.476, H39 1.097, H40 1.092
3 N -2.783 -0.052 0.718  C2 1.476, C4 1.459, H41 1.013
4 C -2.650 0.514 -0.620  N3 1.459, O5 1.405, O8 1.411, H42 1.101
5 O -2.362 1.884 -0.494  C4 1.405, C6 1.409
6 C -3.394 2.717 -0.970  O5 1.409, C7 1.555, H43 1.089, H44 1.094
7 C -4.590 2.863 0.013  C6 1.555, H45 1.093, H46 1.087, H47 1.088
8 O -1.650 -0.205 -1.310  C4 1.411, C9 1.399
9 C -0.609 0.538 -1.876  O8 1.399, O10 1.409, C16 1.564, H48 1.089
10 O -0.979 1.309 -2.997  C9 1.409, C11 1.413
11 C -1.914 0.677 -3.846  O10 1.413, C12 1.526, H49 1.092, H50 1.099
12 C -1.675 1.217 -5.253  C11 1.526, O13 1.411, H51 1.096, H52 1.093
13 O -1.661 2.625 -5.343  C12 1.411, C14 1.411
14 C -2.821 3.258 -4.849  O13 1.411, C15 1.530, H53 1.095, H54 1.092
15 C -4.134 2.822 -5.502  C14 1.530, H55 1.094, H56 1.089, H57 1.090
16 C 0.462 -0.490 -2.370  C9 1.564, O17 1.412, P31 1.873, H58 1.097
17 O 0.454 -1.588 -1.481  C16 1.412, C18 1.416
18 C 1.222 -2.695 -1.917  O17 1.416, C19 1.532, H59 1.097, H60 1.094
19 C 0.338 -3.914 -2.201  C18 1.532, C20 1.530, H61 1.094, H62 1.095
20 C -0.912 -3.969 -1.320  C19 1.530, C21 1.556, H63 1.086, H64 1.093
21 C -1.807 -5.168 -1.746  C20 1.556, N22 1.463, H65 1.092, H66 1.096
22 N -3.205 -4.769 -1.914  C21 1.463, C23 1.459, H67 1.007
23 C -3.665 -4.623 -3.290  N22 1.459, C24 1.535, H68 1.098, H69 1.091
24 C -4.157 -3.188 -3.524  C23 1.535, C25 1.371, C29 1.372
25 C -3.720 -2.496 -4.624  C24 1.371, C26 1.370, H70 1.082
26 C -4.141 -1.206 -4.812  C25 1.370, C27 1.361, H71 1.085
27 C -4.970 -0.603 -3.916  C26 1.361, C28 1.370, H72 1.083
28 C -5.420 -1.309 -2.831  C27 1.370, C29 1.369, H73 1.084
29 C -5.025 -2.605 -2.636  C24 1.372, C28 1.369, O30 1.392
30 O -5.541 -3.267 -1.526  C29 1.392, H74 0.964
31 P 2.154 0.287 -2.560  C16 1.873, C32 1.847, C34 1.847
32 C 3.135 0.172 -0.999  P31 1.847, C33 1.541, H75 1.087, H76 1.095
33 C 2.366 0.315 0.329  C32 1.541, H77 1.091, H78 1.096, H79 1.088
34 C 2.068 2.014 -3.210  P31 1.847, C35 1.532, H80 1.090, H81 1.094
35 C 3.475 2.443 -3.635  C34 1.532, H82 1.090, H83 1.092, H84 1.090
36 H -2.670 -2.400 0.163  C1 1.088
37 H -4.376 -2.972 0.195  C1 1.088
38 H -3.382 -2.771 1.688  C1 1.090
39 H -4.829 -0.575 0.234  C2 1.097
40 H -4.327 -0.761 1.905  C2 1.092
41 H -2.887 0.747 1.332  N3 1.013
42 H -3.589 0.400 -1.183  C4 1.101
43 H -3.005 3.719 -1.141  C6 1.089
44 H -3.801 2.379 -1.928  C6 1.094
45 H -5.517 2.664 -0.530  C7 1.093
46 H -4.548 2.158 0.839  C7 1.087
47 H -4.670 3.894 0.353  C7 1.088
48 H -0.093 1.173 -1.159  C9 1.089
49 H -1.816 -0.411 -3.836  C11 1.092
50 H -2.954 0.879 -3.552  C11 1.099
51 H -2.379 0.789 -5.975  C12 1.096
52 H -0.680 0.871 -5.544  C12 1.093
53 H -2.889 3.207 -3.758  C14 1.095
54 H -2.694 4.319 -5.075  C14 1.092
55 H -4.960 3.289 -4.958  C15 1.094
56 H -4.316 1.749 -5.472  C15 1.089
57 H -4.177 3.224 -6.515  C15 1.090
58 H 0.186 -0.870 -3.361  C16 1.097
59 H 1.929 -2.950 -1.119  C18 1.097
60 H 1.836 -2.490 -2.799  C18 1.094
61 H 0.928 -4.809 -1.979  C19 1.094
62 H 0.070 -3.959 -3.261  C19 1.095
63 H -1.508 -3.061 -1.348  C20 1.086
64 H -0.594 -4.178 -0.295  C20 1.093
65 H -1.766 -5.930 -0.964  C21 1.092
66 H -1.384 -5.618 -2.652  C21 1.096
67 H -3.823 -5.349 -1.370  N22 1.007
68 H -4.534 -5.262 -3.495  C23 1.098
69 H -2.903 -4.887 -4.025  C23 1.091
70 H -3.053 -2.933 -5.355  C25 1.082
71 H -3.810 -0.655 -5.686  C26 1.085
72 H -5.299 0.423 -4.025  C27 1.083
73 H -6.092 -0.866 -2.105  C28 1.084
74 H -6.384 -3.653 -1.794  O30 0.964
75 H 3.751 -0.723 -1.034  C32 1.087
76 H 3.847 1.003 -1.040  C32 1.095
77 H 2.081 1.352 0.511  C33 1.091
78 H 3.059 0.064 1.140  C33 1.096
79 H 1.527 -0.373 0.412  C33 1.088
80 H 1.426 2.025 -4.090  C34 1.090
81 H 1.641 2.717 -2.488  C34 1.094
82 H 3.483 3.442 -4.072  C35 1.090
83 H 4.135 2.429 -2.764  C35 1.092
84 H 3.897 1.736 -4.349  C35 1.090
85 C 5.884 -1.108 6.233  O86 1.409, H94 1.096, H95 1.089, H96 1.096
86 O 6.268 -1.441 4.918  C85 1.409, C87 1.420
87 C 5.304 -2.242 4.252  O86 1.420, C88 1.514, H97 1.096, H98 1.098
88 C 5.340 -2.018 2.756  C87 1.514, O89 1.421, H99 1.093, H100 1.091
89 O 4.746 -0.800 2.327  C88 1.421, C90 1.421
90 C 5.422 0.416 2.617  O89 1.421, C91 1.514, H101 1.091, H102 1.093
91 C 6.664 0.652 1.785  C90 1.514, O92 1.419, H103 1.098, H104 1.096
92 O 7.737 -0.170 2.217  C91 1.419, C93 1.410
93 C 8.579 -0.576 1.160  O92 1.410, H105 1.096, H106 1.089, H107 1.096
94 H 5.888 -1.996 6.875  C85 1.096
95 H 6.598 -0.385 6.623  C85 1.089
96 H 4.888 -0.649 6.247  C85 1.096
97 H 4.296 -2.021 4.624  C87 1.096
98 H 5.539 -3.294 4.462  C87 1.098
99 H 4.735 -2.802 2.294  C88 1.093
100 H 6.354 -2.123 2.365  C88 1.091
101 H 5.632 0.508 3.683  C90 1.091
102 H 4.706 1.203 2.362  C90 1.093
103 H 6.976 1.699 1.902  C91 1.098
104 H 6.432 0.467 0.731  C91 1.096
105 H 8.004 -1.065 0.366  C93 1.096
106 H 9.291 -1.296 1.561  C93 1.089
107 H 9.128 0.277 0.747  C93 1.096
108 C -0.588 3.162 2.160  O109 1.409, H117 1.097, H118 1.088, H119 1.097
109 O 0.193 3.002 3.322  C108 1.409, C110 1.415
110 C 0.410 4.203 4.038  O109 1.415, C111 1.512, H120 1.097, H121 1.099
111 C 0.623 3.908 5.506  C110 1.512, O112 1.421, H122 1.093, H123 1.091
112 O -0.554 3.585 6.234  C111 1.421, C113 1.421
113 C -1.193 2.343 5.972  O112 1.421, C114 1.513, H124 1.091, H125 1.093
114 C -0.442 1.129 6.474  C113 1.513, O115 1.418, H126 1.098, H127 1.096
115 O 0.666 0.853 5.634  C114 1.418, C116 1.407
116 C 1.781 0.316 6.304  O115 1.407, H128 1.097, H129 1.090, H130 1.096
117 H -0.040 3.727 1.397  C108 1.097
118 H -0.813 2.170 1.772  C108 1.088
119 H -1.535 3.667 2.386  C108 1.097
120 H -0.435 4.891 3.917  C110 1.097
121 H 1.317 4.679 3.637  C110 1.099
122 H 0.997 4.821 5.976  C111 1.093
123 H 1.389 3.143 5.638  C111 1.091
124 H -1.441 2.238 4.915  C113 1.091
125 H -2.137 2.397 6.521  C113 1.093
126 H -1.111 0.258 6.443  C114 1.098
127 H -0.125 1.296 7.509  C114 1.096
128 H 2.093 0.963 7.133  C116 1.097
129 H 2.598 0.264 5.586  C116 1.090
130 H 1.568 -0.692 6.677  C116 1.096

Output
Energy (hartree): -2847.58450
SMILES: CCN[C@@H](OCC)O[C@H](OCCOCC)[C@H](OCCCCNCc1ccccc1O)P(CC)CC.COCCOCCOC.COCCOCCOC
Frontier orbital gap (eV): 7.53
Net charge: 0
F_max (eV/Å): 2.7
HOMO energy (eV): -6.976

Atomic partial charges in e from the Löwdin method, atoms 1 to 4: C -0.063; C -0.245; N 0.039; C -0.387

***

[2]
The following is a DFT calculation (ωB97M-V with the def2-TZVPD basis set) of a cluster of 9 separate species, C38H81O17P2S3 in total.

Bonds (Å) are listed after each position.
Cartesian coordinates (Å):
1 C 5.662 5.528 2.561  O2 1.413, H13 1.096, H14 1.094, H15 1.084
2 O 6.118 4.212 2.322  C1 1.413, C3 1.402
3 C 6.744 3.579 3.405  O2 1.402, C4 1.518, H16 1.099, H17 1.096
4 C 5.894 2.434 3.922  C3 1.518, C5 1.536, H18 1.095, H19 1.084
5 C 5.924 1.206 2.999  C4 1.536, C6 1.557, H20 1.094, H21 1.087
6 C 5.571 -0.191 3.589  C5 1.557, C7 1.528, H22 1.088, H23 1.089
7 C 5.145 -0.279 5.054  C6 1.528, S8 1.833, H24 1.086, H25 1.089
8 S 6.524 -0.139 6.253  C7 1.833, P9 2.205, P11 2.220
9 P 8.567 -0.402 5.466  S8 2.205, S10 1.890, H26 1.392, H27 1.394
10 S 9.590 -1.545 6.570  P9 1.890
11 P 6.102 -1.713 7.761  S8 2.220, S12 1.882, H28 1.397, H29 1.391
12 S 4.476 -1.216 8.568  P11 1.882
13 H 4.858 5.556 3.306  C1 1.096
14 H 6.488 6.160 2.901  C1 1.094
15 H 5.272 5.910 1.625  C1 1.084
16 H 7.720 3.214 3.053  C3 1.099
17 H 6.948 4.286 4.217  C3 1.096
18 H 6.236 2.225 4.941  C4 1.095
19 H 4.863 2.768 3.954  C4 1.084
20 H 6.896 1.161 2.500  C5 1.094
21 H 5.203 1.388 2.207  C5 1.087
22 H 6.371 -0.905 3.403  C6 1.088
23 H 4.713 -0.604 3.061  C6 1.089
24 H 4.456 0.506 5.351  C7 1.086
25 H 4.672 -1.237 5.266  C7 1.089
26 H 8.284 -0.759 4.151  P9 1.392
27 H 8.827 0.968 5.444  P9 1.394
28 H 6.193 -2.870 6.983  P11 1.397
29 H 7.312 -1.633 8.442  P11 1.391
30 O 2.545 8.043 -0.093  C31 1.200
31 C 2.132 6.923 0.027  O30 1.200, O32 1.353, C35 1.511
32 O 2.872 6.050 0.749  C31 1.353, C33 1.439
33 C 2.395 4.742 1.109  O32 1.439, C34 1.511, H36 1.092, H37 1.086
34 C 2.608 3.712 0.024  C33 1.511, H38 1.089, H39 1.090, H40 1.090
35 C 0.864 6.449 -0.645  C31 1.511, H41 1.090, H42 1.086, H43 1.085
36 H 1.349 4.798 1.420  C33 1.092
37 H 2.977 4.481 1.989  C33 1.086
38 H 2.049 3.935 -0.884  C34 1.089
39 H 2.291 2.729 0.369  C34 1.090
40 H 3.664 3.661 -0.242  C34 1.090
41 H 1.120 6.148 -1.661  C35 1.090
42 H 0.185 7.295 -0.699  C35 1.086
43 H 0.373 5.614 -0.155  C35 1.085
44 O 2.555 1.729 -2.527  C45 1.204
45 C 1.586 1.886 -3.225  O44 1.204, O46 1.350, C49 1.506
46 O 0.379 1.902 -2.623  C45 1.350, C47 1.443
47 C -0.825 2.284 -3.322  O46 1.443, C48 1.509, H50 1.091, H51 1.089
48 C -1.455 1.168 -4.118  C47 1.509, H52 1.090, H53 1.089, H54 1.091
49 C 1.674 1.999 -4.724  C45 1.506, H55 1.090, H56 1.087, H57 1.085
50 H -0.630 3.156 -3.948  C47 1.091
51 H -1.484 2.606 -2.518  C47 1.089
52 H -0.804 0.837 -4.928  C48 1.090
53 H -2.392 1.506 -4.558  C48 1.089
54 H -1.666 0.314 -3.473  C48 1.091
55 H 1.686 0.994 -5.147  C49 1.090
56 H 2.615 2.484 -4.969  C49 1.087
57 H 0.856 2.541 -5.188  C49 1.085
58 O 0.286 2.067 -7.759  C59 1.201
59 C 0.568 3.141 -8.216  O58 1.201, O60 1.352, C63 1.510
60 O -0.166 4.205 -7.819  C59 1.352, C61 1.435
61 C 0.169 5.552 -8.182  O60 1.435, C62 1.513, H64 1.091, H65 1.088
62 C -0.383 5.943 -9.535  C61 1.513, H66 1.090, H67 1.090, H68 1.089
63 C 1.657 3.318 -9.248  C59 1.510, H69 1.090, H70 1.086, H71 1.085
64 H 1.247 5.706 -8.122  C61 1.091
65 H -0.285 6.151 -7.395  C61 1.088
66 H 0.050 5.344 -10.336  C62 1.090
67 H -0.164 6.992 -9.737  C62 1.090
68 H -1.463 5.803 -9.551  C62 1.089
69 H 1.225 3.114 -10.228  C63 1.090
70 H 2.421 2.571 -9.051  C63 1.086
71 H 2.110 4.304 -9.269  C63 1.085
72 O 2.871 3.411 4.069  C73 1.210
73 C 2.114 3.870 4.895  O72 1.210, O74 1.337, C77 1.504
74 O 1.443 3.015 5.673  C73 1.337, C75 1.449
75 C 0.591 3.467 6.755  O74 1.449, C76 1.507, H78 1.092, H79 1.083
76 C -0.802 3.801 6.288  C75 1.507, H80 1.092, H81 1.089, H82 1.089
77 C 1.870 5.350 5.006  C73 1.504, H83 1.091, H84 1.087, H85 1.085
78 H 1.065 4.301 7.276  C75 1.092
79 H 0.556 2.624 7.434  C75 1.083
80 H -0.806 4.638 5.587  C76 1.092
81 H -1.419 4.064 7.146  C76 1.089
82 H -1.247 2.936 5.800  C76 1.089
83 H 1.104 5.616 4.276  C77 1.091
84 H 2.786 5.868 4.734  C77 1.087
85 H 1.540 5.678 5.987  C77 1.085
86 O -4.223 0.989 -5.989  C87 1.202
87 C -4.509 -0.175 -6.083  O86 1.202, O88 1.349, C91 1.511
88 O -4.745 -0.864 -4.948  C87 1.349, C89 1.438
89 C -5.242 -2.214 -4.962  O88 1.438, C90 1.510, H92 1.091, H93 1.088
90 C -4.154 -3.249 -5.114  C89 1.510, H94 1.091, H95 1.091, H96 1.089
91 C -4.533 -0.880 -7.420  C87 1.511, H97 1.090, H98 1.086, H99 1.085
92 H -6.015 -2.317 -5.724  C89 1.091
93 H -5.729 -2.319 -3.994  C89 1.088
94 H -3.640 -3.147 -6.071  C90 1.091
95 H -4.584 -4.250 -5.048  C90 1.091
96 H -3.420 -3.142 -4.316  C90 1.089
97 H -3.514 -1.194 -7.646  C91 1.090
98 H -4.841 -0.155 -8.167  C91 1.086
99 H -5.180 -1.750 -7.465  C91 1.085
100 O -1.113 -0.009 7.238  C101 1.204
101 C -0.499 -1.026 7.433  O100 1.204, O102 1.345, C105 1.511
102 O -0.558 -1.986 6.493  C101 1.345, C103 1.435
103 C 0.243 -3.175 6.548  O102 1.435, C104 1.513, H106 1.092, H107 1.088
104 C -0.381 -4.260 7.398  C103 1.513, H108 1.090, H109 1.090, H110 1.089
105 C 0.280 -1.256 8.707  C101 1.511, H111 1.089, H112 1.088, H113 1.086
106 H 1.257 -2.936 6.876  C103 1.092
107 H 0.306 -3.491 5.509  C103 1.088
108 H -0.466 -3.957 8.442  C104 1.090
109 H 0.225 -5.165 7.354  C104 1.090
110 H -1.379 -4.492 7.030  C104 1.089
111 H -0.395 -1.647 9.467  C105 1.089
112 H 0.646 -0.288 9.044  C105 1.088
113 H 1.117 -1.939 8.600  C105 1.086
114 O -4.473 -5.233 -2.833  C115 1.204
115 C -3.878 -6.269 -2.684  O114 1.204, O116 1.355, C119 1.503
116 O -3.689 -7.029 -3.790  C115 1.355, C117 1.436
117 C -2.911 -8.235 -3.761  O116 1.436, C118 1.514, H120 1.090, H121 1.089
118 C -3.726 -9.431 -3.319  C117 1.514, H122 1.089, H123 1.091, H124 1.090
119 C -3.436 -6.770 -1.338  C115 1.503, H125 1.091, H126 1.086, H127 1.085
120 H -2.023 -8.097 -3.144  C117 1.090
121 H -2.573 -8.352 -4.789  C117 1.089
122 H -4.092 -9.319 -2.299  C118 1.089
123 H -3.119 -10.335 -3.375  C118 1.091
124 H -4.590 -9.553 -3.973  C118 1.090
125 H -4.306 -7.287 -0.932  C119 1.091
126 H -3.203 -5.909 -0.717  C119 1.086
127 H -2.588 -7.446 -1.350  C119 1.085
128 O -6.198 -8.270 -1.053  C129 1.205
129 C -7.103 -7.510 -1.290  O128 1.205, O130 1.345, C133 1.507
130 O -7.185 -6.394 -0.543  C129 1.345, C131 1.437
131 C -8.095 -5.327 -0.854  O130 1.437, C132 1.513, H134 1.090, H135 1.088
132 C -9.477 -5.558 -0.283  C131 1.513, H136 1.090, H137 1.090, H138 1.090
133 C -8.141 -7.806 -2.341  C129 1.507, H139 1.090, H140 1.086, H141 1.085
134 H -8.117 -5.154 -1.930  C131 1.090
135 H -7.628 -4.455 -0.401  C131 1.088
136 H -9.952 -6.437 -0.717  C132 1.090
137 H -10.109 -4.693 -0.486  C132 1.090
138 H -9.417 -5.701 0.795  C132 1.090
139 H -8.909 -8.433 -1.887  C133 1.090
140 H -7.658 -8.376 -3.130  C133 1.086
141 H -8.616 -6.928 -2.766  C133 1.085

Output
Energy (hartree): -4652.58623
Frontier orbital gap (eV): 7.00
Net charge: +1
F_max (eV/Å): 0.7
HOMO energy (eV): -10.937

Atomic partial charges in e from the Löwdin method, atoms 1 to 4: C -0.085; O -0.177; C -0.245; C -0.183